1.
This record from OMol25 describes a structure of composition C44H25Cl5IN8O3S2Y. The level of theory is ωB97M-V/def2-TZVPD.

As for the net charge: -2. As for the energy relative to the best compared isomer or geometry (same formula, charge and spin): 0.433 eV. The value obtained for the LUMO energy is 3.1 eV. The HOMO-LUMO gap is 5.513 eV.

XYZ file:
```
89
Properties=species:S:1:pos:R:3:forces:R:3
C 0.748085 2.567742 2.369680 -0.02 -0.13 -0.11
H -1.746398 2.412933 -0.539291 0.01 0.00 -0.01
C -4.426547 -0.561403 -1.777878 -0.02 0.01 -0.01
C -1.626381 0.031811 -1.668018 -0.28 -0.07 0.06
H 5.187418 -2.846856 -1.521171 0.01 -0.02 0.01
C -1.655998 1.985686 5.113968 -0.02 -0.01 0.00
H -2.155525 1.504717 -3.143776 0.00 0.02 0.00
C -0.665321 0.644983 -4.942326 -0.03 0.01 -0.04
C 0.045951 -2.931990 2.181068 -0.01 0.03 0.00
C -1.042303 2.492074 0.279720 -0.04 0.01 0.04
H 3.826052 -0.724360 -2.121010 0.03 0.01 0.00
C 0.186902 0.470120 4.873371 -0.10 0.03 -0.03
H -0.333017 -1.590628 4.593933 -0.02 0.06 0.00
C 4.114857 -2.798636 -1.588393 -0.01 0.02 -0.03
C 3.216382 1.284826 1.901565 0.03 0.04 -0.02
C -1.408803 -1.599339 0.228235 -0.02 -0.03 0.01
C 3.884625 4.749288 -3.737775 -0.05 0.10 -0.01
C 1.926444 -3.099193 -1.667296 0.00 -0.02 0.01
H 0.919539 -3.480924 -1.622509 0.00 -0.01 0.00
N 0.081284 1.830217 0.156710 -0.06 0.04 -0.03
Cl -0.056328 -1.826354 -4.123291 0.01 -0.03 -0.04
Y 0.823355 0.479084 -1.890306 0.21 0.15 -0.01
O -0.030653 1.082137 -3.940003 0.03 -0.20 0.00
C -2.071441 -2.344427 1.257438 -0.04 0.02 0.01
H 2.504521 -1.309431 0.501452 0.01 -0.04 -0.02
C -2.037318 1.052857 -6.939876 -0.01 -0.02 -0.02
C -3.894714 0.458267 -2.555085 0.00 -0.02 -0.03
C 2.799560 -2.620925 2.158692 0.00 0.03 -0.05
C 0.989330 1.881178 1.162645 -0.05 0.07 0.05
S 3.134658 0.768811 -3.614266 -0.02 0.05 -0.01
C 0.636999 -2.116100 1.191416 0.02 0.00 0.05
H -4.030047 -2.042237 -0.330432 0.03 0.00 0.01
H 4.177764 0.822742 1.717425 0.00 0.01 -0.01
C -0.456779 3.301975 2.453262 0.03 -0.01 -0.02
C -2.533526 0.715925 -2.503273 0.02 0.03 0.08
H 3.874953 -2.489946 2.153829 0.00 0.01 0.01
C -4.235661 -1.225184 4.343163 0.01 -0.01 -0.03
I 3.402990 -5.736022 -0.919869 0.01 -0.01 0.00
N 0.595002 2.860783 5.369304 0.02 0.14 -0.03
C -1.339145 3.271113 1.412774 -0.01 -0.01 0.00
Cl -2.805632 2.174494 -8.011487 -0.01 0.02 -0.01
H -4.675577 -2.201936 4.152021 0.00 0.01 0.00
C -2.071736 -0.348036 4.743726 0.08 -0.02 -0.03
N 3.889186 5.898193 -3.618180 0.02 0.00 0.02
Cl -3.084140 -0.897307 -8.527797 -0.01 -0.01 -0.03
C -1.364570 -3.002840 2.202514 0.03 -0.03 -0.09
H 3.751822 2.037929 3.846275 -0.01 -0.01 -0.01
C 3.138256 -3.763315 -1.442319 0.00 0.01 -0.02
C -0.293323 1.770645 5.053411 0.20 -0.06 0.00
H -2.022394 2.989114 5.292763 -0.01 0.00 0.00
N 2.152835 -1.820789 -1.928221 -0.06 0.08 -0.01
H 0.352478 -4.212642 3.882149 0.01 -0.01 0.00
C 2.975938 1.976135 3.090298 0.03 -0.06 0.01
C 3.029483 2.475664 -3.304748 0.12 0.06 0.06
N 1.567452 3.155266 4.651347 0.03 -0.18 0.04
H -3.614979 1.142067 4.950340 -0.01 0.00 -0.01
H 2.816870 -3.954458 3.863698 0.00 -0.01 0.00
N -0.095081 -1.475165 0.219818 -0.04 0.02 0.00
N 5.819392 2.556274 -5.492540 0.02 0.00 0.03
C -3.591835 -1.241144 -0.912323 0.00 -0.02 0.01
O -2.865108 -1.450657 4.587625 -0.02 -0.02 0.04
C -1.310894 1.522227 -5.861356 0.02 -0.03 0.03
H -1.863472 -3.555224 2.989915 0.00 -0.02 0.01
C 0.844532 -3.595670 3.137418 0.04 0.00 0.03
H 1.250502 0.280471 4.840435 0.04 0.03 -0.02
C -2.225563 -0.922915 -0.819813 -0.01 0.03 -0.05
C -0.695691 -0.579653 4.732366 -0.03 -0.01 0.02
H -2.264034 3.831438 1.444325 0.00 0.01 0.00
H -4.532120 1.029466 -3.222367 0.00 0.00 0.00
C 2.238712 1.199874 0.906974 0.00 0.05 -0.05
C 3.924556 3.342861 -3.936184 -0.04 -0.06 0.09
S 1.836171 3.070260 -2.224192 -0.01 0.03 -0.04
C -0.824071 -0.739207 -5.223220 0.00 0.03 0.02
C -2.169793 -0.316102 -7.178095 0.02 0.01 0.04
H -3.148489 -2.363502 1.297231 0.00 0.02 -0.01
C -1.552723 -1.205465 -6.301627 -0.01 0.02 -0.01
H -4.380638 -0.586175 3.467114 0.00 0.01 0.01
C 4.961175 2.879346 -4.789462 0.03 -0.05 -0.11
C 1.754995 2.538598 3.372183 -0.20 0.16 0.17
O 2.385734 0.578643 -0.201438 0.16 -0.13 -0.02
Cl -1.706970 -2.908637 -6.562614 0.00 -0.03 -0.01
C 2.203299 -3.448895 3.128264 -0.05 -0.03 0.04
H -4.732580 -0.772921 5.207344 0.00 -0.01 0.00
C 2.045757 -1.971532 1.219233 0.03 -0.06 0.02
N 3.474972 -1.660814 -1.877043 0.00 -0.05 0.02
Cl -1.162710 3.206283 -5.536807 0.00 0.03 0.00
C -2.554243 0.938051 4.930614 0.00 0.03 0.02
H -5.476220 -0.824218 -1.842663 0.00 0.00 0.00
H -0.660333 3.900610 3.331296 -0.01 0.01 -0.01
```
Positions in Å, forces in eV/Å.

Atom charges from the Mulliken analysis, given in e for atoms 1 to 4: number 1, C, carries 0.66; number 2, H, carries 0.37; number 3, C, carries -0.87; number 4, C, carries 0.53

---

2.
This record from OMol25 describes a structure of composition C44H26AsF10GeN8NiS at a distorted geometry. The level of theory is ωB97M-V/def2-TZVPD.

Its expectation value of S² is 0.82. As for the net charge: -2. As for the spin multiplicity: 2. As for the energy relative to the best compared isomer or geometry (same formula, charge and spin): 3.345 eV. The value obtained for the LUMO energy (alpha / beta) is 2.4 / 2.2 eV. The HOMO-LUMO gap (alpha / beta) is 3.910 / 3.738 eV.

XYZ file:
```
92
Properties=species:S:1:pos:R:3:forces:R:3
H -1.007142 5.187423 4.601748 0.02 0.00 0.01
H -2.752704 6.900866 4.235665 -0.01 0.00 0.01
H -2.544002 3.758562 -2.723010 -0.04 0.03 0.01
C -4.543692 2.183073 -1.287977 0.01 0.05 0.02
H 2.054486 4.921316 -1.362768 0.02 -0.04 0.01
N 4.104896 -8.540283 -0.216450 0.07 -0.24 -0.06
C -3.391950 -3.662566 -1.975094 0.00 0.02 -0.02
N 4.234282 -5.729323 2.898060 0.09 0.05 0.31
Ni -0.182770 -0.060569 -0.282735 -0.85 0.99 0.22
C 2.197950 -4.005291 0.152238 -0.01 -0.14 -0.24
C -0.079403 -5.390455 2.195422 0.05 -0.07 -0.06
F 3.018836 2.572335 1.048383 0.00 -0.08 -0.07
C 2.210518 -5.538776 -1.599812 -0.05 0.00 0.03
H 0.818609 -5.494968 1.601393 -0.05 -0.04 0.04
F 1.211662 -5.048986 -3.640782 0.08 0.04 0.03
C 0.531193 5.132021 -2.863783 0.02 0.01 0.01
C -1.637250 5.142125 3.722823 0.01 0.02 0.03
C 3.824420 -5.900044 1.830708 -0.05 0.00 -0.20
C 1.522665 -4.642763 -2.393104 0.03 0.04 0.00
F 3.266446 2.167982 -1.339749 0.01 -0.06 0.13
C -3.803860 -2.900787 -3.060666 -0.02 0.01 0.02
C 1.145994 -3.365022 -1.973622 0.09 0.01 0.09
C -1.518813 -1.066511 2.379421 0.59 0.07 -0.09
F 3.402883 -0.246316 -0.930441 -0.01 0.16 0.11
C 2.620923 -5.270400 -0.285687 -0.03 0.20 -0.10
C 1.036871 4.692412 -1.649196 0.04 0.05 -0.02
C -0.754540 -6.524170 2.620728 -0.04 0.03 0.00
H -0.677078 3.389907 2.973736 0.01 0.03 -0.01
N -1.715436 -1.492991 3.617275 0.22 -0.17 0.09
F 1.062070 -1.984776 -0.020943 0.23 -0.11 -0.09
N 0.041216 0.062649 -2.332495 0.12 -0.01 -0.06
C 1.493443 -3.127434 -0.644593 -0.17 -0.03 -0.04
H 0.048881 -3.260919 2.213416 0.02 0.09 -0.03
C -0.519254 -4.119292 2.534226 -0.07 0.09 0.11
C -3.850349 2.014973 -0.093269 0.12 -0.23 0.02
H -6.186019 0.206137 1.581874 0.00 -0.01 0.01
H -1.145096 5.100496 -4.200651 -0.01 0.00 0.00
N -1.741951 -1.069697 0.093098 0.64 0.02 0.18
C -0.068642 -2.732308 -4.107938 -0.04 -0.02 0.25
C -2.330149 -5.120035 3.766617 -0.04 0.02 -0.03
H -6.341703 1.796943 -2.386284 0.00 0.00 -0.01
C -1.013558 1.147170 0.860985 0.06 -1.14 0.63
Ge -2.049171 2.687317 0.251237 0.31 0.80 -0.19
C -2.616539 6.101140 3.518385 0.00 0.02 0.01
C -1.458001 4.121406 2.798636 0.08 -0.05 0.00
C -1.551309 4.026950 -2.391402 -0.02 -0.01 0.00
C -1.069770 3.607473 -1.155688 0.08 -0.09 0.02
C 3.370711 -6.197247 0.528284 -0.06 -0.07 0.07
N -1.809050 -1.675264 1.256004 -0.47 0.10 -0.12
C -2.735745 -3.071423 -0.908721 0.02 -0.02 0.00
H -4.095077 2.716968 -2.112447 0.02 -0.01 -0.04
C -6.416135 0.954544 -0.416602 -0.04 -0.02 0.00
F 1.478357 1.050137 -0.069430 -0.19 0.01 -0.08
H -2.704380 0.130948 -2.015290 0.06 -0.03 -0.03
H 0.662841 3.582332 0.129387 0.04 0.03 0.02
N -0.537953 -2.933919 -5.143952 -0.12 -0.04 -0.29
C -1.654519 -3.978619 3.327063 0.02 -0.12 -0.09
C -2.907542 -0.931104 -2.012235 0.02 0.02 -0.04
H -0.392975 -7.504678 2.344856 0.02 -0.02 -0.01
C -5.820025 1.660853 -1.447336 -0.02 0.03 -0.04
C -4.462597 1.298592 0.935479 -0.02 0.03 -0.03
H -3.874488 4.965391 0.594674 -0.03 0.01 -0.02
C -3.237419 5.010866 1.471515 -0.03 -0.04 0.02
H -2.424231 -7.251427 3.763287 0.00 -0.02 0.01
F 5.000671 1.300806 0.224174 -0.12 0.00 -0.01
F 3.164519 0.168324 1.477038 0.02 0.10 -0.10
H -3.557423 -4.732555 -1.967805 0.00 0.00 0.00
H -3.210184 -5.007586 4.390839 -0.03 0.01 0.00
C 0.465957 -2.402885 -2.841482 -0.09 -0.07 -0.03
H -2.648322 -2.835824 4.677095 0.23 0.02 0.01
C -2.471734 -1.704311 -0.944388 0.02 -0.02 0.11
C -3.572572 -1.532239 -3.066699 0.00 -0.03 0.00
H 1.145771 5.733056 -3.522275 0.02 -0.04 -0.02
C 0.240200 3.939992 -0.803714 -0.04 -0.09 0.01
C -0.756958 4.787350 -3.238969 -0.03 0.00 -0.04
F 2.422884 -3.622709 1.421330 0.09 0.04 0.08
C 3.756770 -7.478129 0.082329 -0.06 0.09 0.02
H -4.182378 6.783849 2.218379 -0.01 0.01 0.00
C -2.257248 4.037736 1.663667 -0.03 -0.11 0.02
H -3.941004 1.143470 1.872673 0.01 -0.02 0.03
H -4.283402 -3.373866 -3.907233 0.00 -0.01 -0.01
As 3.290640 1.156294 0.066076 0.03 -0.09 -0.03
H -7.409584 0.543441 -0.543448 0.01 -0.03 -0.01
C -1.885059 -6.379729 3.413804 0.03 -0.02 -0.03
C -5.733188 0.770338 0.776680 -0.02 -0.01 0.03
F 2.485001 -6.739183 -2.150267 0.03 0.08 0.01
S -1.177577 0.699572 2.437891 -0.67 0.03 -0.30
N -2.163619 -2.757299 3.796925 -0.32 0.26 0.08
H -3.891559 -0.930068 -3.907551 0.01 0.00 -0.02
H -2.398589 -3.655801 -0.063363 0.04 -0.01 -0.02
C 0.272156 -1.072221 -2.515956 0.16 -0.27 -0.18
C -3.417567 6.035739 2.386956 -0.02 0.03 -0.01
```
Positions in Å, forces in eV/Å.

Atom charges from the Mulliken analysis, given in e for atoms 1 to 4: number 1, H, carries 0.40; number 2, H, carries 0.36; number 3, H, carries 0.26; number 4, C, carries -0.23